1.
Entry from the OMol25 dataset: the molecule CH4IP (the ωB97M-V functional and the def2-TZVPD basis).

Values from the calculation:
E_HOMO = -7.68 eV
orbital gap = 8.196 eV
E_tot = -18487.8467 eV
energy relative to the best compared isomer or geometry (same formula, charge and spin) = 354.72 kJ/mol
net charge = 0

Geometry as XYZ:
```
7
CH4IP the ωB97M-V functional and the def2-TZVPD basis
C -0.68 -0.92 0.10
P 0.61 0.28 0.04
I -2.39 0.32 0.13
H -0.77 -1.63 -0.84
H 1.88 0.00 -0.42
H 0.62 1.67 -0.40
H 0.73 0.29 1.39
```

Here are the Mulliken charges for atoms 1 to 5, given in e: C -0.592; P 0.081; I -0.029; H 0.250; H 0.085


2.
Entry from the OMol25 dataset: the molecule C4H7NO2 (the ωB97M-V functional and the def2-TZVPD basis).

Values from the calculation:
E_HOMO = -10.09 eV
orbital gap = 10.924 eV
SMILES = C[C@H]1CNC(=O)O1
E_tot = -9847.1481 eV
energy relative to the best compared isomer or geometry (same formula, charge and spin) = 12.69 kJ/mol
net charge = 0

Geometry as XYZ:
```
14
C4H7NO2 the ωB97M-V functional and the def2-TZVPD basis
C 0.68 1.73 -0.43
C -0.21 0.52 -0.29
C 0.50 -0.82 -0.38
N -0.55 -1.65 0.16
C -1.16 -0.94 1.18
O -1.84 -1.36 2.07
O -0.84 0.39 1.01
H 1.62 1.61 0.12
H 0.18 2.64 -0.10
H 0.92 1.85 -1.49
H -1.03 0.56 -1.02
H 1.38 -0.78 0.29
H 0.82 -1.10 -1.39
H -0.46 -2.65 0.28
```

Here are the Mulliken charges for atoms 1 to 5, given in e: C -1.338; C 0.490; C -0.658; N -0.235; C 0.480


3.
Entry from the OMol25 dataset: a cluster of 13 separate species, C44H87Br24N2O in total (the ωB97M-V functional and the def2-TZVPD basis).

Values from the calculation:
E_HOMO (alpha / beta) = -7.97 / -8.90 eV
orbital gap (alpha / beta) = 8.194 / 9.124 eV
<S²> = 0.75
spin multiplicity = 2
E_tot = -1733083.8984 eV
net charge = 0

Geometry as XYZ:
```
158
C44H87Br24N2O the ωB97M-V functional and the def2-TZVPD basis
C 3.51 -4.11 -2.15
C 4.61 -2.97 -2.38
C 3.94 -1.70 -3.04
C 2.69 -1.13 -2.25
C 1.59 -0.65 -3.32
C 0.53 -1.79 -3.63
C -0.92 -1.25 -3.28
C -1.93 -2.35 -2.79
C -3.43 -2.15 -3.34
C -3.37 -2.42 -4.89
C -3.60 -3.90 -5.35
C -3.08 -5.19 -4.61
N -4.24 -4.06 -6.46
C -3.90 -0.65 -3.14
C -4.12 -0.20 -1.63
C -2.84 0.53 -1.04
C -5.24 0.96 -1.69
N -4.66 -1.26 -0.73
O -3.78 -1.74 0.09
C -5.33 -2.37 -1.46
C -5.67 -3.48 -0.35
C -6.74 -1.98 -2.10
C -4.40 -3.10 -2.52
H 3.90 -5.15 -2.31
H 2.62 -3.92 -2.82
H 3.14 -3.96 -1.09
H 5.48 -3.33 -3.01
H 4.96 -2.66 -1.36
H 3.62 -1.89 -4.11
H 4.70 -0.87 -3.10
H 2.24 -1.84 -1.50
H 3.06 -0.25 -1.66
H 2.16 -0.32 -4.24
H 1.13 0.28 -2.89
H 0.54 -2.01 -4.74
H 0.73 -2.74 -3.07
H -0.79 -0.48 -2.48
H -1.35 -0.69 -4.17
H -1.96 -2.45 -1.66
H -1.54 -3.35 -3.15
H -4.18 -1.79 -5.38
H -2.41 -2.08 -5.38
H -2.08 -5.09 -4.13
H -2.98 -5.99 -5.40
H -3.87 -5.58 -3.90
H -4.33 -5.06 -6.67
H -4.90 -0.57 -3.66
H -3.24 0.10 -3.65
H -2.01 -0.18 -0.78
H -3.15 1.17 -0.16
H -2.49 1.26 -1.83
H -4.74 1.82 -2.22
H -6.11 0.68 -2.34
H -5.53 1.27 -0.64
H -6.01 -2.88 0.55
H -4.77 -4.08 -0.06
H -6.54 -4.12 -0.63
H -7.50 -2.80 -1.94
H -6.63 -1.84 -3.21
H -7.16 -1.07 -1.60
H -3.74 -3.80 -1.92
H -5.08 -3.75 -3.14
Br -4.36 -4.33 3.41
C -4.06 -6.25 3.30
C -2.82 -6.56 2.50
Br -3.16 -6.37 0.59
H -4.96 -6.69 2.89
H -3.93 -6.58 4.33
H -2.53 -7.60 2.63
H -1.98 -5.92 2.74
Br -4.17 2.97 -5.02
C -6.02 3.12 -5.61
C -6.96 2.42 -4.66
Br -6.90 0.49 -4.91
H -6.06 2.73 -6.62
H -6.23 4.19 -5.63
H -7.99 2.70 -4.87
H -6.74 2.61 -3.61
Br -6.00 6.93 -2.65
C -4.14 7.04 -2.08
C -3.46 5.69 -2.18
Br -3.99 4.53 -0.71
H -4.14 7.45 -1.08
H -3.67 7.75 -2.77
H -2.38 5.80 -2.09
H -3.69 5.16 -3.10
Br 6.82 -0.55 0.27
C 7.38 -1.65 1.78
C 7.09 -3.11 1.52
Br 5.20 -3.50 1.76
H 6.88 -1.26 2.66
H 8.45 -1.48 1.87
H 7.61 -3.74 2.25
H 7.36 -3.43 0.52
Br 9.14 -0.70 4.50
C 8.44 0.43 5.92
C 6.97 0.20 6.12
Br 5.92 1.07 4.72
H 8.69 1.45 5.66
H 9.00 0.14 6.81
H 6.63 0.66 7.05
H 6.69 -0.85 6.11
Br -4.82 10.10 -6.04
C -6.67 10.24 -6.63
C -7.60 9.54 -5.68
Br -7.53 7.60 -5.91
H -6.71 9.84 -7.64
H -6.88 11.31 -6.65
H -8.64 9.81 -5.88
H -7.38 9.74 -4.63
Br 3.23 -0.29 1.40
C 3.36 1.65 1.25
C 2.01 2.25 0.95
Br 1.53 1.99 -0.92
H 4.10 1.86 0.48
H 3.73 1.99 2.21
H 2.04 3.34 1.09
H 1.21 1.84 1.55
Br 1.29 -5.55 -0.20
C 1.67 -6.23 1.59
C 0.91 -5.45 2.63
Br 1.73 -3.72 2.97
H 2.74 -6.19 1.72
H 1.34 -7.27 1.57
H 0.94 -5.97 3.59
H -0.13 -5.27 2.36
Br -5.47 0.40 1.47
C -6.15 1.54 2.90
C -7.62 1.30 3.14
Br -8.71 2.13 1.76
H -5.93 2.57 2.61
H -5.57 1.27 3.78
H -7.93 1.76 4.07
H -7.88 0.24 3.16
Br 4.82 4.49 6.27
C 6.03 5.64 5.26
C 5.52 5.87 3.86
Br 5.82 4.31 2.73
H 7.01 5.17 5.28
H 6.06 6.58 5.81
H 6.06 6.68 3.38
H 4.45 6.08 3.82
Br 7.31 4.99 9.64
C 5.71 6.11 9.53
C 4.90 6.03 10.79
Br 3.89 4.36 10.88
H 5.17 5.79 8.64
H 6.09 7.12 9.38
H 4.14 6.82 10.81
H 5.50 6.08 11.70
Br 12.37 -2.51 5.38
C 13.03 -3.73 4.01
C 12.39 -3.44 2.67
Br 10.57 -4.13 2.60
H 12.85 -4.74 4.37
H 14.11 -3.55 3.96
H 12.92 -3.96 1.88
H 12.33 -2.38 2.44
```

Here are the Mulliken charges for atoms 1 to 5, given in e: C -0.638; C 0.055; C -1.069; C 0.546; C -0.781


4.
Entry from the OMol25 dataset: a structure of composition C16H7F6N4O10PtS4 (the ωB97M-V functional and the def2-TZVPD basis).

Values from the calculation:
E_HOMO = -5.67 eV
orbital gap = 6.645 eV
E_tot = -106030.6207 eV
energy relative to the best compared isomer or geometry (same formula, charge and spin) = 151.05 kJ/mol
net charge = -1

Geometry as XYZ:
```
48
C16H7F6N4O10PtS4 the ωB97M-V functional and the def2-TZVPD basis
Pt -0.02 -1.77 0.95
F 1.80 1.68 2.23
C 2.84 0.88 1.98
F 2.90 0.66 0.66
F 3.96 1.52 2.35
S 2.71 -0.74 2.88
O 1.36 -1.21 2.65
O 3.02 -0.42 4.24
N 3.87 -1.56 2.21
S 3.64 -2.52 0.98
O 4.78 -2.55 0.12
O 2.34 -2.43 0.37
C 3.63 -4.17 1.83
F 3.30 -5.14 0.98
F 4.83 -4.45 2.34
F 2.74 -4.16 2.83
S -0.33 -4.19 1.52
C -1.61 -3.84 0.47
N -1.71 -2.60 0.06
C -2.83 -2.36 -0.70
C -3.25 -1.14 -1.22
C -4.44 -1.08 -1.91
C -5.22 -2.22 -2.11
C -4.81 -3.45 -1.61
C -3.61 -3.51 -0.91
S -2.88 -4.88 -0.10
H -2.63 -0.26 -1.06
H -4.78 -0.13 -2.31
H -6.16 -2.15 -2.64
H -5.40 -4.34 -1.76
O -0.80 0.49 1.05
C -0.19 0.73 -0.02
O 0.31 -0.17 -0.73
C -0.06 2.16 -0.48
C 1.01 2.51 -1.28
C 1.17 3.85 -1.64
C 0.27 4.82 -1.24
C -0.80 4.43 -0.46
C -0.97 3.11 -0.06
N -1.78 5.43 -0.06
O -1.57 6.59 -0.36
O -2.76 5.06 0.55
N 2.32 4.24 -2.46
O 3.12 3.39 -2.75
O 2.39 5.41 -2.80
H 1.71 1.77 -1.63
H 0.40 5.85 -1.53
H -1.80 2.84 0.58
```

Here are the Mulliken charges for atoms 1 to 5, given in e: Pt 1.072; F -0.227; C 0.812; F -0.247; F -0.250


5.
Entry from the OMol25 dataset: a structure of composition C2HCsLiO2 (the ωB97M-V functional and the def2-TZVPD basis).

Values from the calculation:
E_HOMO = -8.73 eV
orbital gap = 4.169 eV
E_tot = -6929.1626 eV
energy relative to the best compared isomer or geometry (same formula, charge and spin) = 126.32 kJ/mol
net charge = +1

Geometry as XYZ:
```
7
C2HCsLiO2 the ωB97M-V functional and the def2-TZVPD basis
O 1.21 -1.64 0.46
C 1.17 -0.86 -0.54
Li 2.43 -4.38 1.27
Cs -0.51 0.50 2.26
H 2.07 -0.96 -1.20
C 0.19 0.12 -3.74
O -0.14 1.15 -4.05
```

Here are the Mulliken charges for atoms 1 to 5, given in e: O -0.596; C -0.213; Li 0.873; Cs 0.905; H 0.048